1.
DFT (the ωB97M-V functional and the def2-TZVPD basis) results for a cluster of 3 separate species, C25H64N10O10P3 in total.

ORCA input file:
```
! RIJCOSX wB97M-V def2-TZVPD def2/J DEFGRID3
* xyz 1 1
C -2.32664 -2.83486 4.19561
C -1.91383 -3.73979 3.02966
C -0.85566 -3.11774 2.11281
O -0.07035 -2.13273 2.81379
C 0.79961 -1.48779 1.95368
N 2.13036 -1.30833 2.55636
C 3.38750 -1.16184 2.05317
N 3.73805 -1.10589 0.75359
C 5.17135 -0.95947 0.48706
O 5.64868 0.33031 0.78729
O 5.75582 1.08624 -0.39507
C 2.83882 -1.16278 -0.36907
O 1.94056 -0.06270 -0.36184
C 0.89247 -0.25962 -1.28839
O 0.74775 0.81152 -2.16693
C -0.59391 0.89315 -2.64929
C -0.61614 1.10800 -4.18918
O 0.46555 0.43432 -4.79334
N 4.30998 -1.06498 3.01364
C 3.64491 -1.11365 4.17277
P 4.31690 -1.03796 5.89557
O 4.81273 0.30257 6.23098
N 2.35045 -1.24841 3.89948
O 1.43706 -1.29850 4.90646
C 1.01352 0.01600 5.33760
C 0.01206 0.67805 4.38698
H -1.48312 -2.57903 4.84081
H -2.79146 -1.91783 3.82708
H -3.02909 -3.39786 4.81233
H -2.77870 -4.02857 2.42994
H -1.46834 -4.64204 3.46060
H -0.16905 -3.90709 1.77990
H -1.33256 -2.64786 1.24278
H 0.86051 -2.05466 1.02480
H 0.41392 -0.49485 1.69059
H 5.36077 -1.12481 -0.57399
H 5.75210 -1.71682 1.01403
H 6.50222 0.74563 -0.91436
H 2.29638 -2.11743 -0.40370
H 3.39147 -1.11202 -1.31152
H -0.03637 -0.38517 -0.70590
H 1.03596 -1.18421 -1.87611
H -1.15548 -0.02973 -2.45744
H -1.05552 1.74358 -2.13669
H -0.54934 2.17226 -4.40866
H -1.57574 0.72239 -4.55555
H 0.45280 -0.49149 -4.53589
H 5.27937 -2.06213 6.00649
H 3.22775 -1.39992 6.71201
H 1.84491 0.68289 5.59316
H 0.47354 -0.16075 6.27071
H -0.38564 1.57430 4.86326
H -0.82274 -0.01670 4.27233
H 0.50448 0.89109 3.43688
O -5.68272 -3.10318 2.33128
P -6.80024 -3.90206 1.67095
N -6.73742 -3.03910 0.16259
C -7.32584 -1.74158 -0.08334
C -5.46570 -3.17431 -0.52582
N -8.05281 -3.42181 2.74913
C -9.13501 -2.52274 2.42570
C -7.65934 -3.24876 4.14523
N -7.86960 -5.02554 0.93085
C -8.34886 -5.05073 -0.44189
C -8.50483 -6.03401 1.77703
H -7.32172 -1.53492 -1.15730
H -6.80222 -0.92478 0.43418
H -8.37903 -1.71064 0.18291
H -5.21251 -4.23434 -0.64901
H -4.64337 -2.68832 0.01825
H -5.51579 -2.74619 -1.52877
H -8.80311 -1.48201 2.33038
H -9.90306 -2.55492 3.20310
H -9.64904 -2.82620 1.51022
H -7.20996 -2.26486 4.32826
H -6.93899 -4.00943 4.44134
H -8.52675 -3.36310 4.79924
H -9.09244 -4.26862 -0.61168
H -8.81807 -6.01156 -0.66693
H -7.54623 -4.94454 -1.16605
H -9.54353 -5.76325 1.98448
H -7.98484 -6.13640 2.72739
H -8.48788 -7.01861 1.30361
O 3.19498 6.04092 -4.54150
P 4.59943 5.90221 -4.00530
N 5.47993 5.98638 -5.48565
C 5.68559 4.88152 -6.39529
C 5.27557 7.23546 -6.20848
N 4.39273 4.33771 -3.29945
C 5.04859 3.13724 -3.74491
C 3.05813 4.01509 -2.80667
N 6.04310 6.08734 -3.09719
C 7.39829 6.25757 -3.59266
C 5.97255 5.94119 -1.64675
H 6.44552 5.15138 -7.13340
H 4.77062 4.58309 -6.92580
H 6.10542 4.01043 -5.89554
H 5.48936 8.08929 -5.55590
H 4.24889 7.33879 -6.57825
H 5.95736 7.31136 -7.05682
H 4.66387 2.76820 -4.70428
H 4.91728 2.33676 -3.00787
H 6.13191 3.27541 -3.81843
H 2.40093 3.66163 -3.61150
H 2.59374 4.88545 -2.34649
H 3.10845 3.24196 -2.03455
H 7.79488 5.31847 -3.98749
H 8.06224 6.58772 -2.78978
H 7.46770 7.02473 -4.35913
H 6.35630 4.96428 -1.33669
H 4.94819 6.03070 -1.29045
H 6.54875 6.71990 -1.14044
*
```

Summary:
- DFT total energy: -3314.3451 a.u.
- Frontier orbital gap: 6.0602 eV
- M: 757.8 g/mol
- HOMO level: -9.3407 eV
- LUMO level: -3.280 eV

Mulliken population analysis, charges in e, atoms 1 to 2: -1.0604, -0.3733

2.
DFT (the ωB97M-V functional and the def2-TZVPD basis) results for a structure of composition C20H11BCl5N2PtS.

ORCA input file:
```
! RIJCOSX wB97M-V def2-TZVPD def2/J DEFGRID3
* xyz -1 1
Pt 1.43810 -0.37070 -0.48883
Cl 4.44450 0.33315 -0.80732
C 3.44253 1.74458 -0.60478
C 2.04933 1.56351 -0.52320
C 1.32165 2.75065 -0.42810
Cl -0.41328 2.69027 -0.36553
C 1.91675 4.01431 -0.38105
Cl 0.95147 5.44602 -0.28349
C 3.29848 4.13171 -0.41734
Cl 4.05435 5.68091 -0.30230
C 4.07273 2.98168 -0.54072
Cl 5.79410 3.11397 -0.61306
S -3.25574 -0.30406 1.07958
C -3.62960 -0.34811 -0.60968
C -4.87230 -0.37854 -1.24043
C -4.89889 -0.40125 -2.62099
C -3.71215 -0.39163 -3.36521
C -2.48264 -0.36121 -2.73963
C -2.43881 -0.33938 -1.34726
N -1.28333 -0.29445 -0.58292
C -1.54381 -0.27578 0.67038
C -0.49075 -0.21157 1.71928
C -0.87684 -0.19799 3.05741
C 0.06389 -0.15126 4.07107
C 1.41028 -0.13615 3.73764
C 1.80804 -0.16592 2.41010
C 0.87309 -0.18312 1.37472
H -5.78997 -0.38154 -0.66667
H -5.85140 -0.42898 -3.13489
H -3.76238 -0.40774 -4.44637
H -1.55681 -0.35586 -3.29933
H -1.93022 -0.24036 3.31199
H -0.24922 -0.13801 5.10684
H 2.16011 -0.10660 4.51952
H 2.86274 -0.17183 2.16712
B 1.16501 -5.15960 -0.59361
C 1.21009 -3.56899 -0.52638
N 1.24272 -2.41692 -0.47738
H 0.51082 -5.46560 -1.57158
H 0.63606 -5.54322 0.43153
H 2.31129 -5.55443 -0.67912
*
```

Summary:
- DFT total energy: -3721.6648 a.u.
- Frontier orbital gap: 7.3728 eV
- M: 694.5 g/mol
- Energy above the lowest of the compared OMol25 structures with the same formula, charge and spin: 37.3 kcal per mole
- HOMO level: -5.1607 eV
- LUMO level: 2.212 eV

Mulliken population analysis, charges in e, atoms 1 to 2: 0.3672, -0.2004

3.
DFT (the ωB97M-V functional and the def2-TZVPD basis) results for the molecule C5H8O.

ORCA input file:
```
! RIJCOSX wB97M-V def2-TZVPD def2/J DEFGRID3
* xyz 0 1
C -1.45433 2.12794 0.71469
C -0.45232 1.34301 0.27955
C -0.77173 -0.01371 -0.10012
C 0.26062 -1.05197 0.09018
C 0.72697 -1.44076 -1.32154
O 1.44246 -0.75734 0.83099
H -1.26694 3.12365 1.10175
H 0.52326 1.83220 0.37619
H -2.48293 1.80335 0.76933
H -0.25425 -1.92423 0.53218
H 1.18037 -0.57847 -1.82081
H 1.49127 -2.21514 -1.22429
H -0.10303 -1.80823 -1.92568
H 1.16058 -0.44029 1.69759
*
```

Summary:
- DFT total energy: -270.3994 a.u.
- Frontier orbital gap: 7.6831 eV
- M: 84.1 g/mol
- Energy above the lowest of the compared OMol25 structures with the same formula, charge and spin: 99.4 kcal per mole
- HOMO level: -8.2957 eV
- LUMO level: -0.613 eV

Mulliken population analysis, charges in e, atoms 1 to 2: -0.6823, 0.0891